ORCA calculation (the ωB97M-V functional and the def2-TZVPD basis) on C3H2N4 in the gas phase at a distorted geometry.

Values from the calculation:
* Kohn-Sham gap (alpha / beta): 9.16 / 9.16 eV
* highest occupied orbital energy (alpha / beta): -0.34729 / -0.34729 Ha
* calculated total energy: -9099.269 eV
* LUMO level (alpha / beta): -0.0105 / -0.0106 Eh

Positions of all 9 atoms, in Å:
1 N -0.34 -0.88 -0.80
2 N 0.80 -0.27 -1.01
3 N -2.17 -0.90 2.12
4 N -0.86 -0.05 0.15
5 C -1.64 -0.53 1.16
6 C -0.11 1.03 0.57
7 C 1.00 0.83 -0.23
8 H 1.92 1.39 -0.23
9 H 1.40 -0.62 -1.74